Entry 1:
The following is a quantum chemistry calculation of one molecule with the formula C3N3O6P, from the Open Molecules 2025 dataset.

Properties
Spin multiplicity: 1
Gap between HOMO and LUMO (alpha / beta) (eV): 8.628 / 8.624
ΔE to the lowest compared entry with this formula, charge and spin (kJ/mol): 0.00
Calculated total energy (Eh): -1071.303546
HOMO (alpha / beta) (eV): -10.5 / -10.5

Last column: natural (NBO) charge in e.
Atoms and positions in Å:
C (0.10, -1.24, 0.30)  0.960
C (0.67, 1.12, -1.03)  0.560
C (-2.24, -0.56, -0.11)  0.711
N (-1.07, -1.13, 0.47)  -0.512
N (-0.44, 1.38, -0.93)  -0.422
N (-2.83, 0.25, 0.83)  0.123
O (-2.96, 1.43, 0.91)  -0.120
O (-2.77, -1.01, -1.07)  -0.457
O (2.04, 0.79, 1.43)  -1.026
O (1.25, -1.42, 0.20)  -0.575
O (1.87, 0.75, -1.14)  -0.711
O (3.80, -0.52, -0.09)  -0.997
P (2.57, 0.14, 0.25)  2.466

Entry 2:
The following is a quantum chemistry calculation of C22H49CrN10OPS as an isolated structure, from the Open Molecules 2025 dataset.

Properties
Spin multiplicity: 2
⟨S²⟩: 0.78
Gap between HOMO and LUMO (alpha / beta) (eV): 5.849 / 6.431
ΔE to the lowest compared entry with this formula, charge and spin (kJ/mol): 0.00
Calculated total energy (Eh): -3273.740194
Charge: +3
HOMO (alpha / beta) (eV): -16.3 / -16.3

Last column: Mulliken spin population.
Atoms and positions in Å:
Cr (1.91, 0.05, -0.88)  1.081
N (4.00, 0.19, -1.29)  -0.016
C (4.48, -0.55, -2.48)  0.000
C (4.26, -2.05, -2.34)  0.001
C (2.80, -2.47, -2.40)  0.001
N (2.07, -2.05, -1.18)  -0.023
H (4.29, 1.15, -1.43)  0.002
H (4.54, -0.16, -0.49)  0.002
H (5.55, -0.37, -2.62)  0.001
H (3.95, -0.17, -3.35)  -0.001
H (4.71, -2.42, -1.41)  0.000
H (4.79, -2.54, -3.16)  0.000
H (2.75, -3.56, -2.50)  0.001
H (2.31, -2.03, -3.27)  -0.002
H (2.53, -2.51, -0.38)  0.002
H (1.13, -2.43, -1.21)  0.004
N (1.65, 2.30, -0.76)  -0.003
N (1.27, 2.90, -1.98)  -0.001
C (1.18, 2.21, -3.14)  0.001
N (0.91, 2.88, -4.25)  0.000
S (1.39, 0.54, -3.19)  -0.025
H (0.88, 2.36, -0.09)  -0.002
H (2.45, 2.81, -0.36)  0.001
H (1.07, 3.89, -1.97)  0.000
H (0.77, 3.88, -4.27)  0.000
H (0.90, 2.39, -5.13)  0.000
O (-0.11, -0.02, -0.53)  -0.022
P (-1.58, -0.37, -0.64)  0.000
N (-2.36, 0.86, 0.12)  0.001
C (-1.70, 2.09, 0.56)  -0.002
C (-2.81, 2.91, 1.22)  0.000
C (-3.85, 1.87, 1.61)  0.000
C (-3.78, 0.89, 0.44)  0.000
N (-1.81, -1.85, 0.08)  0.003
C (-1.54, -1.90, 1.52)  0.000
C (-2.56, -2.89, 2.07)  0.000
C (-2.73, -3.86, 0.91)  0.000
C (-2.72, -2.93, -0.30)  0.000
N (-2.12, -0.46, -2.21)  0.000
C (-2.50, 0.76, -2.92)  0.000
C (-3.14, 0.24, -4.21)  0.000
C (-2.29, -0.99, -4.50)  0.000
C (-2.14, -1.61, -3.11)  0.000
H (-1.27, 2.62, -0.30)  0.000
H (-0.90, 1.85, 1.27)  0.001
H (-3.23, 3.62, 0.50)  0.000
H (-2.44, 3.47, 2.08)  0.000
H (-4.84, 2.29, 1.73)  0.000
H (-3.57, 1.38, 2.54)  0.000
H (-4.37, 1.27, -0.39)  0.000
H (-4.13, -0.11, 0.70)  0.000
H (-1.63, -0.91, 1.97)  0.000
H (-0.52, -2.27, 1.68)  0.000
H (-3.50, -2.39, 2.28)  0.000
H (-2.22, -3.38, 2.98)  0.000
H (-3.64, -4.44, 0.97)  0.000
H (-1.88, -4.55, 0.86)  0.000
H (-3.73, -2.54, -0.50)  0.000
H (-2.36, -3.44, -1.19)  0.000
H (-1.61, 1.36, -3.16)  0.000
H (-3.18, 1.37, -2.32)  0.000
H (-3.11, 0.98, -5.01)  0.000
H (-4.17, -0.05, -4.03)  0.000
H (-1.32, -0.70, -4.90)  0.000
H (-2.77, -1.68, -5.20)  0.000
H (-1.23, -2.21, -3.01)  0.000
H (-3.01, -2.23, -2.91)  0.000
N (2.31, -0.04, 1.02)  -0.016
C (2.35, 0.00, 2.19)  0.008
N (2.37, 0.00, 3.46)  0.003
C (3.46, 0.56, 4.26)  0.000
C (2.88, 1.39, 5.42)  0.000
C (1.56, 2.02, 4.99)  0.000
C (0.51, 0.93, 4.73)  0.000
C (1.19, -0.35, 4.24)  0.000
H (4.10, 1.17, 3.62)  0.000
H (4.06, -0.27, 4.66)  0.000
H (3.60, 2.16, 5.70)  0.000
H (2.72, 0.77, 6.30)  0.000
H (1.71, 2.62, 4.09)  0.000
H (1.20, 2.69, 5.77)  0.000
H (-0.21, 1.28, 4.00)  0.000
H (-0.04, 0.70, 5.65)  0.000
H (0.52, -0.96, 3.63)  0.000
H (1.53, -0.95, 5.09)  0.000

Entry 3:
The following is a quantum chemistry calculation of C33H46Cl3IrN4O2SSi as an isolated structure, from the Open Molecules 2025 dataset.

Properties
Spin multiplicity: 2
⟨S²⟩: 0.91
Gap between HOMO and LUMO (alpha / beta) (eV): 5.428 / 4.203
ΔE to the lowest compared entry with this formula, charge and spin (kJ/mol): 241.14
Calculated total energy (Eh): -3827.046908
Charge: +1
HOMO (alpha / beta) (eV): -10.3 / -10.3

Last column: Mulliken spin population.
Atoms and positions in Å:
Ir (-0.08, -0.27, -0.17)  0.113
C (2.84, 1.70, -2.78)  0.004
C (2.24, 2.14, -1.44)  -0.043
C (3.33, 2.65, -0.49)  -0.006
C (1.20, 3.22, -1.60)  0.012
C (1.43, 4.28, -2.45)  -0.005
C (0.52, 5.32, -2.54)  0.010
C (-0.65, 5.28, -1.80)  -0.003
C (-0.92, 4.25, -0.92)  0.001
C (-2.26, 4.22, -0.24)  -0.004
C (-3.39, 4.23, -1.28)  0.001
C (-2.42, 5.40, 0.73)  0.002
C (0.05, 3.22, -0.77)  0.023
N (-0.12, 2.22, 0.14)  0.047
C (-0.51, 2.45, 1.36)  0.000
C (-0.89, 1.42, 2.23)  -0.002
C (-1.23, 1.50, 3.61)  0.019
C (-1.48, 0.22, 4.02)  -0.007
C (-1.30, -0.63, 2.89)  0.011
N (-0.97, 0.10, 1.83)  -0.013
C (-1.42, -2.12, 2.84)  0.008
C (-2.58, -2.46, 1.89)  -0.001
C (-1.69, -2.72, 4.23)  0.001
C (-0.11, -2.70, 2.29)  0.000
H (3.42, 0.79, -2.64)  -0.001
H (3.51, 2.46, -3.18)  0.001
H (2.06, 1.50, -3.50)  -0.001
H (1.75, 1.26, -0.99)  0.029
H (3.82, 3.53, -0.91)  -0.001
H (4.08, 1.88, -0.34)  0.001
H (2.90, 2.91, 0.47)  -0.001
H (2.33, 4.31, -3.04)  0.000
H (0.73, 6.17, -3.18)  0.000
H (-1.36, 6.08, -1.91)  0.000
H (-2.36, 3.29, 0.34)  0.001
H (-3.43, 5.18, -1.80)  0.000
H (-4.35, 4.07, -0.79)  0.000
H (-3.23, 3.44, -2.01)  0.000
H (-2.38, 6.34, 0.19)  0.000
H (-1.63, 5.40, 1.48)  0.000
H (-3.38, 5.33, 1.24)  0.000
H (-0.49, 3.46, 1.77)  0.006
H (-1.28, 2.40, 4.19)  0.001
H (-1.75, -0.10, 5.00)  0.000
H (-3.53, -2.12, 2.30)  0.000
H (-2.63, -3.54, 1.76)  0.000
H (-2.43, -2.00, 0.93)  -0.002
H (-2.61, -2.34, 4.66)  0.001
H (-0.87, -2.51, 4.91)  0.000
H (-1.78, -3.80, 4.13)  0.000
H (0.06, -2.36, 1.27)  0.006
H (-0.15, -3.78, 2.29)  -0.001
H (0.73, -2.38, 2.91)  0.000
C (6.49, 0.37, 0.07)  0.000
C (6.03, -0.37, 1.33)  -0.001
N (4.71, 0.04, 1.77)  -0.001
C (4.64, 0.79, 3.01)  0.023
C (5.23, 2.19, 2.90)  0.002
C (3.64, -0.32, 1.07)  -0.132
S (2.08, 0.16, 1.64)  0.798
N (3.85, -1.04, -0.02)  0.031
C (2.93, -1.61, -0.78)  -0.023
O (1.68, -1.57, -0.63)  0.028
C (3.44, -2.43, -1.90)  0.014
C (4.78, -2.81, -1.98)  0.001
C (5.20, -3.63, -3.00)  0.000
C (4.29, -4.08, -3.95)  -0.001
C (2.96, -3.69, -3.89)  0.000
C (2.54, -2.87, -2.87)  0.000
H (7.50, 0.06, -0.18)  0.000
H (6.50, 1.45, 0.24)  0.000
H (5.84, 0.14, -0.76)  -0.001
H (6.73, -0.19, 2.14)  0.001
H (6.01, -1.44, 1.12)  0.000
H (5.18, 0.22, 3.78)  0.004
H (3.59, 0.85, 3.31)  0.003
H (6.30, 2.16, 2.71)  0.002
H (5.07, 2.72, 3.83)  0.000
H (4.74, 2.74, 2.10)  0.001
H (5.46, -2.47, -1.22)  -0.001
H (6.23, -3.94, -3.06)  0.000
H (4.62, -4.74, -4.74)  0.000
H (2.26, -4.04, -4.64)  0.000
H (1.51, -2.54, -2.83)  0.000
O (-0.87, -2.71, -0.83)  -0.016
H (-1.53, -2.87, -1.51)  0.001
H (-0.04, -3.10, -1.15)  0.002
Cl (-3.28, -0.28, -2.03)  0.016
Si (-1.25, 0.12, -2.29)  0.043
Cl (-0.70, -1.24, -3.77)  0.002
Cl (-1.21, 1.90, -3.35)  0.000

> The highest calculated total energy belongs to which entry?

C3N3O6P

> What is the formula in the third record?

C33H46Cl3IrN4O2SSi